Record 1
101
Properties=species:S:1:pos:R:3:forces:R:3:mulliken_spin:R:1 method="wB97M-V/def2-TZVPD" molar_mass_da=968.2 de_lowest_kj_mol=333.6 lumo_energy_ev="-0.7 / -0.7" s_squared=0.789 e_tot_ev=-168833.0594 spin_multiplicity=2
Mn 0.599535 -0.264594 0.103283 0.04 -1.40 0.40 0.004
S 0.178769 -3.061337 1.760272 0.27 0.37 0.19 -0.001
S -3.462798 -2.466526 -1.291999 0.10 -0.07 0.21 0.002
S -2.426543 -5.238116 2.063771 0.00 0.05 -0.09 0.000
S 2.323344 -4.752441 -1.974107 0.02 0.14 0.16 0.000
S -1.781333 -2.784294 7.306163 0.00 0.06 0.00 0.000
S -0.380150 -2.483862 4.701387 0.14 0.05 -0.21 0.000
S -2.500016 -4.392193 4.908193 0.12 0.01 -0.01 0.000
F 5.711026 0.920191 0.882235 0.08 0.05 -0.06 0.000
F 3.475047 -0.732594 4.606193 -0.02 -0.04 0.30 0.000
O -0.512912 0.870213 -1.032712 -0.20 0.13 0.11 0.028
O -1.563246 2.786010 -4.074912 -0.19 0.27 0.17 0.007
N -2.789598 0.545664 -2.842677 0.07 0.51 -0.02 0.112
N -0.078680 1.098821 1.808282 0.09 -0.21 -0.87 0.007
N 1.441486 -2.589498 -0.943003 0.07 0.01 -0.12 0.000
N -1.175146 -1.709481 -0.497729 0.03 0.68 -0.10 -0.001
N 2.070161 0.432367 -1.221661 -0.59 0.00 0.36 0.001
N -0.798303 0.791604 2.994676 0.19 -0.33 0.30 0.001
C -1.276398 -0.821144 -4.085437 -0.01 0.03 -0.10 0.066
C -1.694479 0.455661 -3.717630 -0.07 -0.05 0.07 -0.024
C 2.261613 -0.214071 1.246684 -0.05 0.71 -0.12 0.004
C 0.391724 0.060219 -5.558503 -0.01 0.04 -0.06 0.044
C 2.293029 -0.521156 2.597319 -0.25 -0.22 0.19 0.000
C -0.600955 4.448230 -0.304015 0.04 -0.02 0.04 0.176
C -1.742011 -4.242814 3.338142 -0.10 0.05 -0.14 0.000
C 3.461566 -0.388798 3.317817 0.01 0.01 -0.31 0.000
C 2.746586 1.123511 -3.393740 0.17 0.03 0.03 -0.001
C -0.116869 3.168281 -0.559611 -0.03 -0.11 -0.01 -0.116
C -1.965079 4.702865 -0.412795 -0.02 0.01 0.02 -0.096
C -0.958303 2.121594 -0.966987 0.40 0.14 0.15 0.242
C -0.251380 -1.027724 -4.999974 -0.01 -0.03 0.01 -0.027
C -0.936535 3.905801 -4.671958 0.00 -0.01 0.09 0.002
C -2.318615 2.449393 -1.294176 0.11 -0.34 0.00 -0.141
C -2.083778 -3.194166 -1.995673 -0.28 -0.32 0.10 -0.001
C 4.574582 0.438690 1.429170 0.12 -0.09 0.08 0.000
C 3.864498 -3.100036 -0.409820 -0.19 0.30 0.05 0.000
C 3.312401 0.630192 -0.751726 0.16 0.10 -0.13 -0.003
C 4.318335 1.095103 -1.592492 0.18 0.03 -0.11 0.000
C -1.963623 1.419599 4.978575 -0.01 -0.11 0.07 0.000
C -1.035586 -6.314697 1.627054 -0.14 0.04 0.13 0.000
C 4.030815 1.340688 -2.924319 -0.03 -0.01 0.04 0.001
C 2.526248 -3.322380 -1.032895 -0.30 0.01 -0.18 0.000
C -1.036962 1.944156 3.888726 0.05 0.07 0.03 -0.004
C 1.791638 0.677582 -2.501192 -0.19 -0.15 -0.20 0.001
C -2.437969 -1.497008 -0.298536 -0.21 0.02 -0.10 0.010
C -0.013255 1.347958 -5.219418 -0.10 -0.10 -0.10 -0.014
C -0.960233 -2.694004 -1.431709 -0.13 -0.03 0.21 -0.007
C -1.571364 -3.197121 5.725171 -0.07 -0.01 0.05 0.000
C -2.800424 3.716239 -0.899534 0.02 0.02 -0.12 0.134
C 0.686225 -4.371155 -2.218267 0.06 -0.33 -0.34 0.000
C 4.628540 0.086010 2.755666 0.17 0.02 0.14 -0.001
C -1.061020 1.562198 -4.330898 -0.02 -0.25 -0.11 0.031
C -1.699815 3.124619 3.174467 -0.04 -0.01 -0.01 0.000
C 0.297375 2.364816 4.505286 -0.06 -0.10 0.02 0.000
C -0.739734 -3.335205 3.198705 -0.17 -0.18 0.00 0.000
C -3.182209 1.564281 -1.984046 0.16 -0.15 -0.19 0.576
C 0.386062 -3.208140 -1.598344 0.31 0.19 0.19 0.002
C 3.426662 0.304909 0.662611 0.07 -0.13 -0.17 0.002
C -2.978761 -0.540952 0.704689 0.06 -0.13 -0.09 0.005
H 0.132956 3.146304 5.250817 0.04 -0.02 -0.07 0.000
H 5.312438 1.261073 -1.210691 -0.05 -0.01 0.01 0.000
H -0.500989 1.872172 1.305107 -0.17 0.31 -0.12 0.008
H 0.037895 -2.036387 -5.271022 -0.02 0.04 0.04 0.000
H -1.418047 -7.012028 0.880469 0.04 0.01 0.03 0.000
H -3.674939 -1.038457 1.380906 0.04 -0.02 0.02 0.000
H -3.433526 -0.219345 -2.934657 -0.08 -0.07 0.00 -0.004
H 0.827817 1.418879 2.115886 0.23 0.04 0.03 -0.002
H -2.576363 2.789506 2.610169 0.02 0.04 0.01 -0.003
H 3.742308 -2.864249 0.644912 -0.02 0.04 0.10 0.000
H -0.947779 3.840629 -5.763272 -0.03 -0.01 0.01 0.000
H 4.470303 -3.999320 -0.507339 0.02 0.04 0.03 0.000
H -3.854654 3.927355 -1.052968 0.05 0.00 -0.01 -0.005
H -2.362791 5.671852 -0.136881 -0.01 -0.03 -0.06 0.001
H -0.701768 -6.861973 2.506492 0.02 -0.03 -0.05 0.000
H -1.780887 -1.672875 -3.639978 0.12 0.30 -0.17 -0.001
H -2.105230 2.177286 5.752325 -0.04 -0.02 -0.09 0.000
H 0.934503 2.935600 -0.417676 0.01 0.02 0.03 0.001
H 5.540747 0.181867 3.329341 -0.05 0.02 -0.04 0.000
H 0.764051 1.505626 4.993546 0.00 0.07 -0.02 0.000
H -2.036004 3.859950 3.909610 0.04 -0.01 -0.07 0.002
H 2.476193 1.294773 -4.425030 0.03 0.00 0.09 -0.002
H -4.254102 1.724985 -1.923710 0.04 -0.02 -0.04 -0.011
H 0.093953 4.014460 -4.321639 0.00 -0.03 -0.01 -0.001
H -2.134031 -0.155024 1.263332 -0.11 -0.08 -0.21 -0.008
H -2.180024 -3.962027 -2.749906 0.05 0.05 0.13 0.000
H 0.985899 2.763791 3.754133 -0.01 0.01 0.06 0.000
H 0.766415 0.514970 -2.809780 0.11 -0.03 0.11 0.002
H 1.416752 -0.890396 3.101314 -0.16 -0.06 0.08 -0.001
H 0.469406 2.193222 -5.690768 -0.02 -0.03 0.03 0.000
H 0.077848 5.236364 0.001233 -0.01 -0.07 0.04 0.006
H -1.022203 3.631109 2.484582 -0.02 0.02 -0.03 0.001
H -3.480717 0.291265 0.218693 -0.06 0.11 -0.05 -0.008
H -2.945317 1.163509 4.564415 0.07 0.01 0.06 0.000
H -1.541041 0.529455 5.448336 -0.03 -0.01 -0.03 0.000
H 1.192627 -0.076142 -6.276230 -0.03 -0.01 0.05 0.002
H -0.228750 -5.714997 1.214679 0.06 -0.01 -0.02 0.000
H -1.511777 4.769512 -4.354484 -0.02 0.03 0.02 0.000
H 0.031799 -5.040530 -2.758272 0.02 0.13 0.11 0.000
H 4.806418 1.702976 -3.588970 -0.02 -0.02 0.04 0.000
H 4.388374 -2.277580 -0.892177 0.04 0.13 -0.03 0.000
H -1.680985 0.370852 2.743134 0.05 -0.02 0.11 0.002

Record 2
103
Properties=species:S:1:pos:R:3:forces:R:3:lowdin_charge:R:1 method="wB97M-V/def2-TZVPD" molar_mass_da=903.8 lumo_energy_ev=0.6 smiles="CP(O)[Si@@H](CCOCC(F)(F)C(F)(F)C(F)(F)C(F)F)CCC(N)=O.Fc1ccccc1.Fc1ccccc1.Fc1ccccc1.Fc1ccccc1.Fc1ccccc1" e_tot_ev=-103341.0261
P -3.067037 0.750107 0.369029 0.30 -1.23 -0.18 0.733
Si -2.027729 2.644708 -0.277104 -0.02 0.31 0.21 0.567
F 1.238064 -3.760658 -2.689641 -0.05 -0.13 0.03 0.038
F -4.240112 1.504950 8.021569 -0.01 0.00 0.00 0.055
F 4.597086 -1.655427 1.218047 -0.07 -0.05 -0.09 0.104
F 1.689079 -2.344553 3.158170 -0.07 -0.10 0.02 0.155
F 2.277278 -0.379464 0.341733 0.02 0.25 -0.12 0.153
F -2.227483 5.960981 -0.419631 0.06 0.12 -0.04 0.027
F 7.646300 -7.993197 -3.666103 -0.02 0.01 -0.02 0.050
F 1.210235 -2.276073 0.570449 -0.19 -0.12 -0.20 0.150
F 3.026480 -0.639031 3.071314 0.30 0.18 0.24 0.146
F 0.208086 -0.549341 3.969789 0.04 0.00 -0.06 0.107
F -4.002700 0.261728 -3.605364 0.07 -0.02 -0.02 0.035
F -0.231512 -0.449690 1.833595 0.03 -0.10 0.05 0.114
F 3.465461 -3.533251 1.316367 0.00 0.10 -0.01 0.105
O -3.323819 0.890377 2.019297 -0.27 0.18 0.00 -0.392
O 1.754098 1.258703 -2.647084 0.56 0.44 0.00 0.107
O 0.457168 2.045241 1.784656 -0.06 -0.20 0.04 -0.127
N 1.085908 -0.909768 -2.865083 -0.01 0.10 -0.31 0.115
C -5.355292 7.655612 0.166484 0.03 0.03 0.00 -0.082
C -6.117849 2.146389 -5.839708 -0.03 -0.03 0.01 -0.082
C -2.954539 1.338999 7.649994 0.06 -0.01 -0.02 -0.288
C -3.108163 6.947009 -0.148953 -0.06 0.02 0.03 -0.283
C -5.090434 0.644990 -4.310942 -0.06 0.04 -0.04 -0.292
C -1.341799 3.575734 1.216000 0.17 0.02 0.03 -0.278
C 3.388075 -3.520305 -3.604829 0.02 0.07 -0.02 -0.021
C -6.251438 -0.090660 -4.190234 -0.01 -0.05 0.04 -0.019
C 2.461795 -4.289300 -2.929887 0.06 0.04 0.02 -0.290
C -3.546076 9.224555 0.372564 -0.04 -0.03 -0.01 -0.084
C -0.664809 2.224896 -1.509636 -0.02 -0.37 -0.20 -0.295
C 4.951887 -5.342656 -3.386639 0.05 -0.03 -0.01 -0.086
C 8.168303 -7.696820 -2.457703 0.06 0.04 0.14 -0.294
C -4.758331 0.824486 -0.332848 -0.20 0.21 0.44 -0.338
C 0.724693 -0.209955 2.754273 0.03 0.18 0.02 -0.383
C -1.064332 -0.079485 7.374882 0.00 0.04 -0.01 -0.081
C -0.668297 2.764712 2.308009 0.01 0.25 0.41 -0.271
C 3.994436 -6.091360 -2.715123 0.03 0.08 -0.03 -0.078
C -0.335115 0.999106 6.893775 0.03 0.02 -0.04 -0.107
C -7.301028 1.427166 -5.738036 -0.01 0.00 0.00 -0.096
C -4.453723 6.640216 -0.119338 -0.04 -0.04 0.00 -0.015
C 1.927260 -1.181824 2.522468 -0.31 -0.36 -0.08 -0.359
C 7.921482 -7.549978 -0.093535 0.07 0.03 -0.02 -0.080
C -4.905613 8.946186 0.410999 -0.01 0.01 0.00 -0.097
C -2.386414 0.085529 7.761704 -0.02 -0.06 0.01 -0.016
C 9.225655 -7.085556 0.007556 0.00 0.00 0.00 -0.095
C 9.994036 -6.930146 -1.138216 -0.04 -0.02 0.03 -0.083
C 3.516375 -2.311442 0.744474 0.01 0.04 -0.06 -0.283
C -0.335330 0.730771 -1.623788 -0.32 0.15 -0.28 -0.218
C 9.468518 -7.239121 -2.384678 0.05 0.01 -0.09 -0.017
C 4.646713 -4.062535 -3.828856 0.00 -0.03 0.04 -0.074
C -0.931346 2.248548 6.793163 0.00 -0.05 0.00 -0.088
C -2.254852 2.427859 7.170869 -0.01 0.06 -0.02 -0.016
C 2.733275 -5.563573 -2.476225 -0.04 -0.07 0.04 -0.015
C -4.996880 1.758935 -5.119610 0.05 0.05 0.00 -0.015
C -7.365270 0.312369 -4.913354 0.02 0.04 -0.02 -0.082
C 7.382284 -7.856216 -1.334482 -0.13 -0.04 0.00 -0.023
C 2.220039 -1.529492 1.047503 0.17 -0.03 0.13 -0.383
C 1.098054 1.291462 2.781932 -0.15 0.39 0.07 -0.088
C 0.916693 0.437030 -2.424600 -0.37 -0.30 0.33 -0.517
C -2.631280 8.219220 0.092763 0.06 0.02 0.00 -0.016
H -0.603928 -1.055909 7.446846 0.00 0.00 0.01 0.107
H 4.229071 -7.091015 -2.374380 -0.01 0.00 0.00 0.096
H 5.392444 -3.477055 -4.350077 -0.01 0.00 -0.01 0.107
H -5.281445 1.773282 -0.175405 0.07 -0.07 -0.22 0.032
H -3.483544 -0.002616 2.357211 0.20 0.28 0.01 0.040
H 10.051559 -7.131005 -3.289308 -0.02 0.00 0.00 0.118
H -4.696914 0.551457 -1.387936 -0.07 0.18 0.06 0.002
H -0.284274 3.461495 3.073600 -0.06 -0.13 -0.08 0.122
H 0.695156 0.863660 6.592189 0.00 -0.01 0.01 0.099
H 2.178699 1.423982 2.706714 -0.13 -0.06 -0.16 0.140
H -0.607799 4.300571 0.838061 -0.18 -0.03 -0.01 0.081
H -1.164955 0.184265 -2.094024 0.06 0.05 0.19 0.101
H 3.601438 -2.416567 -0.345553 0.02 -0.03 0.14 0.172
H -6.414084 7.435074 0.198368 0.00 0.00 -0.01 0.105
H 1.971593 -6.122534 -1.949516 -0.01 0.02 -0.01 0.118
H 3.120275 -2.525421 -3.937515 -0.02 0.00 0.01 0.109
H -5.326293 0.042221 0.186938 0.06 0.07 -0.18 0.031
H -6.275072 -0.958088 -3.544431 0.01 0.01 0.00 0.118
H -3.192675 10.229813 0.560202 0.01 0.00 0.01 0.104
H 1.486676 -1.490923 -2.139649 0.03 -0.03 -0.09 0.056
H 11.010157 -6.566053 -1.064164 0.00 -0.01 -0.01 0.105
H -2.974094 -0.738277 8.143346 -0.01 0.01 -0.01 0.117
H -1.365518 2.084301 2.814498 0.07 0.01 -0.26 0.106
H 0.784335 1.647864 3.773203 0.18 -0.11 -0.08 0.129
H -8.286693 -0.248519 -4.830157 0.01 -0.01 0.00 0.105
H 9.642289 -6.844681 0.976231 0.00 0.00 0.00 0.101
H 5.934936 -5.757924 -3.566258 -0.01 -0.01 0.00 0.093
H -0.990415 2.580782 -2.495677 0.13 0.04 0.14 0.077
H 6.366307 -8.214066 -1.434391 0.02 -0.02 -0.02 0.109
H 7.318270 -7.674786 0.795854 -0.01 0.01 -0.01 0.106
H -5.613823 9.733596 0.631329 0.00 0.00 0.00 0.100
H -3.030453 3.478499 -0.984138 -0.04 0.06 0.04 -0.025
H -1.567181 8.410292 0.061529 0.00 -0.02 -0.01 0.118
H -0.208186 0.271188 -0.634386 0.06 -0.01 -0.18 0.082
H 0.211503 -1.320226 -3.169739 -0.03 -0.13 0.36 0.082
H -6.064037 3.014389 -6.483281 0.00 0.01 0.01 0.105
H 0.250591 2.770441 -1.259635 -0.13 0.00 0.03 0.081
H -4.778525 5.627644 -0.317956 0.02 0.00 0.00 0.111
H -0.365363 3.091980 6.418709 -0.01 0.01 0.00 0.102
H -2.742613 3.390272 7.096778 -0.01 -0.01 0.01 0.117
H -2.145924 4.159987 1.681916 0.09 -0.12 -0.09 0.083
H -8.172150 1.734985 -6.300565 0.00 0.00 0.00 0.101
H -4.065554 2.305931 -5.177575 0.01 -0.02 0.00 0.118